(1)
DFT (the ωB97M-V functional and the def2-TZVPD basis) results for a single C4H9NO2 molecule in a non-equilibrium geometry.

The energy relative to the best compared isomer or geometry (same formula, charge and spin) is 30.6 kcal/mol. The HOMO energy is -9.355 eV. The structure (SMILES) is CNC(=O)CCO. The spin multiplicity is 1.

Atoms and positions in Å:
C -0.773 -0.788 0.355
C -0.139 -1.525 1.525
O 0.959 -2.365 1.114
C 0.135 0.071 -0.499
N -0.317 1.339 -0.756
C 0.570 2.294 -1.406
O 1.125 -0.371 -1.043
H -1.250 -1.488 -0.338
H -1.549 -0.156 0.803
H -0.873 -2.144 2.038
H 0.281 -0.757 2.173
H 0.822 -3.200 1.566
H -1.304 1.529 -0.719
H 0.231 3.306 -1.195
H 1.586 2.050 -1.131
H 0.496 2.203 -2.487

***

(2)
DFT (the ωB97M-V functional and the def2-TZVPD basis) results for a 2-piece molecular cluster, C4H9NO2 overall in a non-equilibrium geometry.

The energy relative to the best compared isomer or geometry (same formula, charge and spin) is 89.6 kcal/mol. The HOMO energy is -9.008 eV. The spin multiplicity is 1.

Atoms and positions in Å:
N 1.616 0.587 1.200
C 1.209 -0.711 1.310
O 1.503 -1.410 2.263
C 0.416 -1.256 0.099
C -0.990 -0.713 -0.162
C -1.045 0.780 -0.346
O 0.050 1.216 -1.173
H 2.243 0.951 1.903
H 1.473 1.097 0.338
H 1.018 -1.016 -0.786
H 0.374 -2.333 0.244
H -1.326 -1.236 -1.494
H -1.834 -1.393 -0.553
H -2.003 1.011 -0.807
H -0.992 1.321 0.617
H -0.139 2.112 -1.480

***

(3)
DFT (the ωB97M-V functional and the def2-TZVPD basis) results for a single C4H9NO2 molecule in a non-equilibrium geometry.

The energy relative to the best compared isomer or geometry (same formula, charge and spin) is 54.0 kcal/mol. The HOMO energy is -9.814 eV. The structure (SMILES) is C[C@@H](CO)NC=O. The spin multiplicity is 1.

Atoms and positions in Å:
C -1.235 1.293 -0.260
C -0.183 0.388 0.345
C -0.895 -0.960 0.148
O -0.437 -1.964 0.992
N 1.087 0.472 -0.375
C 2.124 -0.358 -0.150
O 2.110 -1.321 0.606
H -0.912 2.112 -0.892
H -1.816 1.727 0.587
H -1.667 0.553 -1.084
H 0.022 0.537 1.416
H -1.964 -0.895 0.356
H -1.045 -0.889 -1.119
H 0.535 -1.881 1.101
H 1.247 1.287 -0.950
H 3.030 -0.105 -0.722

***

Repeat the third record exactly.
DFT (the ωB97M-V functional and the def2-TZVPD basis) results for a single C4H9NO2 molecule in a non-equilibrium geometry.

The energy relative to the best compared isomer or geometry (same formula, charge and spin) is 54.0 kcal/mol. The HOMO energy is -9.814 eV. The structure (SMILES) is C[C@@H](CO)NC=O. The spin multiplicity is 1.

Atoms and positions in Å:
C -1.235 1.293 -0.260
C -0.183 0.388 0.345
C -0.895 -0.960 0.148
O -0.437 -1.964 0.992
N 1.087 0.472 -0.375
C 2.124 -0.358 -0.150
O 2.110 -1.321 0.606
H -0.912 2.112 -0.892
H -1.816 1.727 0.587
H -1.667 0.553 -1.084
H 0.022 0.537 1.416
H -1.964 -0.895 0.356
H -1.045 -0.889 -1.119
H 0.535 -1.881 1.101
H 1.247 1.287 -0.950
H 3.030 -0.105 -0.722